Entry 1:
# C27H19HfN6O2Se4

C27H19HfN6O2Se4 as an isolated structure (ωB97M-V/def2-TZVPD, the OMol25 dataset).

* total energy: -304033.345 eV
* charge: +1
* Kohn-Sham gap: 6.56 eV
* E_HOMO: -10.924 eV

Cartesian coordinates (Å):
Hf (-0.2045, 1.2255, 0.0561)
C (1.2278, 0.7306, 4.4855)
O (2.3680, 0.6645, 3.5537)
C (1.8549, 0.7967, 2.3557)
N (0.5914, 0.9672, 2.2262)
C (0.0141, 1.0742, 3.5873)
C (-1.1851, 0.2108, 3.8721)
C (-1.8530, 0.4345, 5.0742)
C (-2.9590, -0.3259, 5.4144)
C (-3.4144, -1.3163, 4.5523)
C (-2.7516, -1.5443, 3.3579)
C (-1.6366, -0.7839, 3.0195)
C (2.7563, 0.7331, 1.1882)
C (4.1318, 0.6059, 1.2288)
C (4.8132, 0.5609, 0.0180)
C (4.1090, 0.6348, -1.1779)
C (2.7333, 0.7594, -1.1120)
N (2.0869, 0.8127, 0.0456)
C (1.8213, 0.8533, -2.2731)
N (0.5593, 1.0327, -2.1477)
C (-0.0033, 1.1617, -3.5146)
C (1.2134, 0.8288, -4.4089)
O (2.3466, 0.7708, -3.4734)
C (-1.2080, 0.3139, -3.8242)
C (-1.8630, -0.4638, -2.8849)
C (-2.9813, -1.2103, -3.2414)
C (-3.4458, -1.1858, -4.5449)
C (-2.7927, -0.4078, -5.4941)
C (-1.6839, 0.3393, -5.1356)
H (1.4636, 1.4886, 5.2250)
H (1.1356, -0.2458, 4.9529)
H (-0.2790, 2.1196, 3.7057)
H (-1.5216, 1.2209, 5.7454)
H (-3.4718, -0.1415, 6.3490)
H (-4.2812, -1.9074, 4.8155)
H (-3.0928, -2.3223, 2.6870)
H (-1.1159, -0.9994, 2.0974)
H (4.6447, 0.5357, 2.1776)
H (5.8897, 0.4613, 0.0066)
H (4.6048, 0.5899, -2.1370)
H (-0.2810, 2.2134, -3.6225)
H (1.4468, 1.5915, -5.1440)
H (1.1277, -0.1466, -4.8809)
H (-1.5159, -0.5207, -1.8633)
H (-3.4791, -1.8174, -2.4967)
H (-4.3101, -1.7724, -4.8256)
H (-3.1497, -0.3834, -6.5150)
H (-1.1943, 0.9527, -5.8860)
Se (-2.7508, 1.2940, 0.5051)
Se (-2.2999, 2.9847, -1.0931)
Se (-1.1972, 4.5725, 0.2175)
Se (0.9487, 3.6218, 0.1423)
N (-0.0313, -0.9015, 0.0002)
C (0.4694, -1.9566, -0.0867)
C (1.1210, -3.1522, -0.1338)
C (0.9499, -3.9827, -1.2836)
N (0.7921, -4.6093, -2.2359)
C (2.0060, -3.4493, 0.9451)
N (2.7264, -3.6116, 1.8290)



Entry 2:
# C27H20ClF3N2NiS5Sb

C27H20ClF3N2NiS5Sb as an isolated structure (ωB97M-V/def2-TZVPD, the OMol25 dataset).

* total energy: -153738.767 eV
* charge: -1
* ΔE to the lowest compared entry with this formula, charge and spin: 0.0 kcal/mol
* Kohn-Sham gap: 5.96 eV
* E_HOMO: -3.866 eV

Cartesian coordinates (Å):
Ni (-0.2322, 0.4335, 0.9392)
S (4.7420, -4.6893, 1.0375)
C (3.5671, -3.5188, 1.1427)
S (3.9187, -1.8327, 1.2541)
C (2.2746, -1.2464, 1.2704)
C (1.3144, -2.1943, 1.2051)
S (-0.3857, -1.8129, 1.2275)
S (1.8804, -3.8460, 1.1321)
S (1.9144, 0.4634, 1.4090)
F (6.1500, 2.0942, -4.0848)
C (4.9834, 1.5536, -3.6530)
C (3.9368, 1.4418, -4.5442)
C (2.7455, 0.8835, -4.0983)
C (2.6039, 0.4448, -2.7860)
C (3.6798, 0.5988, -1.9115)
C (4.8826, 1.1452, -2.3400)
Sb (0.8013, -0.4167, -1.9925)
C (-0.3438, -0.2968, -3.8295)
C (-1.4313, 0.5770, -3.8471)
C (-2.2454, 0.7039, -4.9670)
C (-1.9518, -0.0640, -6.0736)
F (-2.7396, 0.0437, -7.1719)
C (-0.8852, -0.9398, -6.1056)
C (-0.0862, -1.0482, -4.9750)
C (1.4117, -2.4564, -2.3410)
C (0.4569, -3.4316, -2.6155)
C (0.8024, -4.7722, -2.7127)
C (2.1221, -5.1260, -2.5192)
F (2.4603, -6.4343, -2.6133)
C (3.1004, -4.1990, -2.2308)
C (2.7305, -2.8617, -2.1426)
H (4.0582, 1.7862, -5.5626)
H (1.9208, 0.7958, -4.7956)
H (3.5746, 0.3135, -0.8716)
H (5.7226, 1.2644, -1.6689)
H (-1.6432, 1.1863, -2.9740)
H (-3.0877, 1.3828, -4.9886)
H (-0.6938, -1.5205, -6.9984)
H (0.7492, -1.7400, -4.9863)
H (-0.5828, -3.1525, -2.7596)
H (0.0668, -5.5368, -2.9248)
H (4.1158, -4.5207, -2.0457)
H (3.4972, -2.1324, -1.9100)
N (-6.3178, 0.4701, 0.0218)
C (-4.9560, 0.4436, 0.2375)
C (-4.3653, 1.2045, 1.2471)
C (-2.9954, 1.1862, 1.3908)
N (-2.1809, 0.4616, 0.6167)
C (-2.7485, -0.2820, -0.3379)
C (-4.1076, -0.3122, -0.5689)
H (-6.8956, 0.7781, 0.7843)
H (-6.7077, -0.2852, -0.5148)
H (-4.9668, 1.8081, 1.9146)
H (-2.5184, 1.7673, 2.1681)
H (-2.0716, -0.8832, -0.9304)
H (-4.4983, -0.9249, -1.3712)
Cl (0.0766, 2.8633, -1.0206)
C (-0.1385, 2.3375, 0.7254)
H (-1.0805, 2.8121, 1.0114)
H (0.6646, 2.8488, 1.2568)



Entry 3:
# C27H20F12N3O3PtSe

C27H20F12N3O3PtSe as an isolated structure (ωB97M-V/def2-TZVPD, the OMol25 dataset).

* total energy: -140140.489 eV
* charge: -1
* ΔE to the lowest compared entry with this formula, charge and spin: 26.9 kcal/mol
* Kohn-Sham gap (alpha / beta): 6.18 / 6.05 eV
* E_HOMO (alpha / beta): -4.308 / -4.289 eV

Cartesian coordinates (Å):
Pt (0.0417, 0.6959, -1.7873)
C (3.0309, -3.2688, 2.7927)
C (2.3670, -2.0710, 2.1851)
C (1.3084, -1.4198, 2.8106)
C (0.6508, -0.3955, 2.1791)
C (0.9967, 0.0481, 0.8819)
N (0.2358, 0.9841, 0.2702)
C (-0.6385, 1.8380, 0.8759)
C (-0.1292, 2.6405, 1.9170)
C (-0.9002, 3.5560, 2.5902)
C (-2.2348, 3.7338, 2.2456)
C (-3.1313, 4.6855, 2.9844)
C (-2.7403, 2.9866, 1.1899)
C (-1.9932, 2.0446, 0.4938)
C (-2.6982, 1.1733, -0.5602)
O (-2.0770, 0.9381, -1.7403)
C (-3.0408, -0.1594, 0.1773)
F (-1.9870, -0.7283, 0.7602)
F (-3.5790, -1.0801, -0.6330)
F (-3.9295, 0.0258, 1.1775)
C (-4.0634, 1.7686, -1.0322)
F (-4.5465, 1.0690, -2.0632)
F (-5.0764, 1.8026, -0.1396)
F (-3.9202, 3.0280, -1.4687)
C (2.1228, -0.5747, 0.2726)
C (2.7647, -1.6111, 0.9379)
C (2.7537, -0.1089, -1.0491)
O (2.1889, 0.9219, -1.7081)
C (2.8929, -1.2665, -2.1010)
F (3.0602, -2.5194, -1.6522)
F (1.8022, -1.3061, -2.8836)
F (3.9274, -1.0445, -2.9312)
C (4.2021, 0.3636, -0.6942)
F (4.2145, 1.1079, 0.4241)
F (4.7265, 1.1352, -1.6496)
F (5.0994, -0.6186, -0.4796)
H (2.9728, -3.2466, 3.8792)
H (4.0758, -3.3304, 2.4952)
H (2.5286, -4.1723, 2.4433)
H (0.9948, -1.7362, 3.7950)
H (-0.1864, 0.0824, 2.6631)
H (0.9066, 2.4895, 2.1839)
H (-0.4618, 4.1404, 3.3867)
H (-2.6720, 5.0096, 3.9165)
H (-4.0836, 4.2085, 3.2144)
H (-3.3413, 5.5681, 2.3787)
H (-3.7723, 3.1621, 0.9412)
H (3.6104, -2.1011, 0.4854)
C (0.2365, 4.1619, -1.6514)
O (0.6289, 3.0638, -2.4562)
H (0.0926, 5.0295, -2.3050)
H (0.9814, 4.4069, -0.8957)
H (-0.7096, 3.9422, -1.1541)
H (1.5267, 2.7786, -2.2292)
Se (-1.6201, -1.1661, -3.0539)
N (-0.7810, -1.5852, -1.5556)
C (-0.4749, -2.8836, -1.5637)
C (0.1929, -3.5815, -0.5460)
C (0.3976, -4.9299, -0.6961)
C (-0.0611, -5.6210, -1.8278)
C (-0.7129, -4.9665, -2.8421)
C (-0.9210, -3.5819, -2.7429)
N (-1.5280, -2.8162, -3.6554)
H (0.5336, -3.0481, 0.3265)
H (0.9191, -5.4750, 0.0764)
H (0.0982, -6.6885, -1.8907)
H (-1.0741, -5.4868, -3.7150)



Entry 4:
# C27H20F5N7O2SSeV

C27H20F5N7O2SSeV as an isolated structure (ωB97M-V/def2-TZVPD, the OMol25 dataset).

* total energy: -158305.277 eV
* ΔE to the lowest compared entry with this formula, charge and spin: 0.0 kcal/mol
* ⟨S²⟩: 0.76
* spin multiplicity: 2
* Kohn-Sham gap (alpha / beta): 5.83 / 4.11 eV
* E_HOMO (alpha / beta): -6.058 / -6.033 eV

Cartesian coordinates (Å):
V (-0.1218, -1.5533, 0.2657)
C (-4.0366, -0.6958, -1.3098)
C (-2.6153, -1.1117, -1.1319)
N (-1.9917, -1.1439, 0.1008)
N (-2.7663, -0.7689, 1.1776)
C (-2.2874, -0.9487, 2.3994)
N (-3.0235, -0.5206, 3.4502)
S (-0.8007, -1.7331, 2.6383)
C (-1.7117, -1.4105, -2.1247)
C (-2.0221, -1.6123, -3.5154)
C (-1.0352, -1.8488, -4.4080)
C (0.3176, -1.9137, -3.9539)
C (0.5654, -1.7766, -2.6298)
N (-0.3964, -1.5440, -1.6866)
H (-4.2593, 0.2268, -0.7624)
H (-4.7673, -1.4505, -1.0026)
H (-4.2278, -0.4528, -2.3528)
H (-3.6364, -0.2863, 1.0022)
H (-3.7636, 0.1480, 3.3171)
H (-2.5784, -0.5308, 4.3510)
H (-3.0561, -1.5859, -3.8300)
H (-1.2619, -2.0070, -5.4534)
H (1.1312, -2.0813, -4.6434)
H (1.5710, -1.8448, -2.2298)
O (0.2247, 2.4872, 2.0800)
C (1.5656, 2.6071, 1.9598)
C (2.1528, 3.7399, 2.5277)
C (3.5135, 3.9427, 2.4311)
C (4.3232, 3.0093, 1.7880)
C (3.7505, 1.8733, 1.2579)
C (2.3720, 1.6486, 1.3265)
C (1.8145, 0.3750, 0.8259)
O (0.5190, 0.3020, 0.6729)
N (2.5973, -0.6591, 0.6755)
N (1.7948, -1.7548, 0.4371)
C (2.3489, -2.9379, 0.4121)
C (1.4048, -3.9815, 0.2292)
C (1.7206, -5.3513, 0.1205)
C (0.7187, -6.2576, -0.0874)
C (-0.6051, -5.8020, -0.1971)
C (-0.8532, -4.4603, -0.0826)
N (0.1214, -3.5584, 0.1409)
H (-0.0267, 1.6929, 1.5607)
H (1.5095, 4.4487, 3.0333)
H (3.9497, 4.8347, 2.8609)
H (5.3892, 3.1666, 1.7143)
H (4.3589, 1.1185, 0.7802)
H (3.4157, -3.0749, 0.5359)
H (2.7535, -5.6568, 0.2050)
H (0.9415, -7.3123, -0.1730)
H (-1.4204, -6.4884, -0.3690)
H (-1.8497, -4.0416, -0.1662)
F (0.5574, 6.8760, 0.9344)
C (0.2149, 5.7619, 0.3003)
C (-1.0875, 5.2934, 0.3831)
F (-1.9883, 5.9703, 1.0938)
C (-1.4270, 4.1193, -0.2599)
F (-2.6839, 3.6896, -0.1408)
C (-0.4986, 3.3825, -0.9900)
Se (-0.9441, 1.7584, -1.8044)
C (0.8028, 3.8831, -1.0514)
F (1.7444, 3.2251, -1.7196)
C (1.1658, 5.0614, -0.4249)
F (2.4131, 5.5161, -0.4885)



Entry 5:
# C27H20N2O3SYb

C27H20N2O3SYb as an isolated structure (ωB97M-V/def2-TZVPD, the OMol25 dataset).

* total energy: -79803.923 eV
* charge: +1
* ΔE to the lowest compared entry with this formula, charge and spin: 0.0 kcal/mol
* ⟨S²⟩: 0.75
* spin multiplicity: 2
* Kohn-Sham gap (alpha / beta): 6.49 / 6.47 eV
* E_HOMO (alpha / beta): -10.992 / -10.991 eV

Cartesian coordinates (Å):
Yb (0.6043, -0.3346, -0.1231)
C (1.3181, 0.6472, 3.0415)
O (0.3035, 0.5913, 2.0207)
C (-1.0361, 0.6060, 2.4472)
C (-1.4100, 0.7777, 3.7683)
C (-2.7648, 0.7647, 4.0866)
C (-3.7241, 0.5769, 3.1054)
C (-3.3482, 0.3950, 1.7892)
C (-1.9998, 0.4021, 1.4460)
N (-1.5134, 0.1770, 0.1352)
N (-2.4034, -0.0158, -0.7634)
C (-2.0848, -0.2352, -2.0565)
C (-0.8047, -0.0355, -2.6579)
O (0.2359, 0.3675, -1.9635)
C (-0.6464, -0.2516, -4.0553)
C (-1.7009, -0.6718, -4.8104)
C (-2.9883, -0.8990, -4.2516)
C (-4.0518, -1.3580, -5.0552)
C (-5.2875, -1.5881, -4.5078)
C (-5.4897, -1.3621, -3.1403)
C (-4.4699, -0.9145, -2.3364)
C (-3.1959, -0.6687, -2.8750)
H (1.2737, 1.6032, 3.5649)
H (2.2774, 0.5667, 2.5259)
H (1.2001, -0.1870, 3.7341)
H (-0.6823, 0.9294, 4.5478)
H (-3.0614, 0.9020, 5.1148)
H (-4.7704, 0.5686, 3.3671)
H (-4.0834, 0.2449, 1.0157)
H (0.3303, -0.0797, -4.4814)
H (-1.5641, -0.8525, -5.8683)
H (-3.8723, -1.5246, -6.1081)
H (-6.1024, -1.9406, -5.1216)
H (-6.4634, -1.5439, -2.7094)
H (-4.6449, -0.7559, -1.2844)
C (-2.8150, -4.9832, -6.0108)
C (-3.6427, -6.2081, -5.7249)
O (-4.3310, -6.7555, -6.5379)
S (-3.5888, -6.9376, -4.0807)
C (-2.5219, -5.8599, -3.1516)
C (-3.0720, -4.8849, -2.3269)
C (-2.2535, -4.0590, -1.5867)
C (-0.8686, -4.2115, -1.6495)
C (-0.3147, -5.2074, -2.4564)
C (-1.1417, -6.0289, -3.1965)
C (-0.0326, -3.3254, -0.9129)
C (0.6909, -2.5425, -0.3169)
H (-2.9488, -4.2200, -5.2513)
H (-3.1094, -4.6108, -6.9894)
H (-1.7592, -5.2526, -6.0258)
H (-4.1459, -4.7698, -2.2808)
H (-2.6822, -3.2918, -0.9550)
H (0.7585, -5.3259, -2.5035)
H (-0.7195, -6.8041, -3.8198)



Entry 6:
# C27H20N4O4Pt

C27H20N4O4Pt as an isolated structure (ωB97M-V/def2-TZVPD, the OMol25 dataset).

* total energy: -45722.791 eV
* charge: -2
* Kohn-Sham gap: 4.05 eV
* E_HOMO: 0.455 eV

Cartesian coordinates (Å):
Pt (-0.0141, 1.3748, 2.0672)
O (-1.3648, 2.6343, 5.8370)
C (-0.8836, 2.3024, 4.7474)
O (-1.4778, 1.9169, 3.7043)
C (0.6433, 2.4159, 4.6214)
C (1.4626, 2.4292, 5.7379)
C (2.8343, 2.4387, 5.5658)
C (3.3490, 2.4680, 4.2750)
C (2.4774, 2.4602, 3.2054)
N (1.1475, 2.4290, 3.3786)
H (0.9850, 2.4130, 6.7073)
H (3.4972, 2.4031, 6.4230)
H (4.4151, 2.4595, 4.0901)
H (2.7858, 2.4280, 2.1644)
O (-1.1325, -1.5868, 2.8390)
C (-1.2541, -1.3063, 1.6631)
N (-1.6624, -2.2511, 0.7107)
C (-1.3998, -1.7542, -0.6184)
C (-1.1592, -0.2453, -0.2971)
O (-1.1204, 0.5969, -1.1653)
N (-1.0243, -0.0987, 1.0451)
C (-2.5665, -1.9652, -1.5731)
C (-3.5688, -2.8813, -1.2713)
C (-4.6076, -3.1201, -2.1614)
C (-4.6617, -2.4392, -3.3676)
C (-3.6669, -1.5182, -3.6727)
C (-2.6243, -1.2857, -2.7904)
C (-0.1363, -2.3546, -1.2493)
C (0.7628, -1.5785, -1.9775)
C (1.8838, -2.1637, -2.5491)
C (2.1222, -3.5233, -2.4134)
C (1.2271, -4.3031, -1.6938)
C (0.1096, -3.7198, -1.1183)
H (-1.4529, -3.2000, 0.9719)
H (-3.5485, -3.3885, -0.3157)
H (-5.3815, -3.8339, -1.9026)
H (-5.4753, -2.6170, -4.0613)
H (-3.7047, -0.9688, -4.6061)
H (-1.8610, -0.5551, -3.0175)
H (0.6073, -0.5098, -2.0603)
H (2.5827, -1.5376, -3.0899)
H (3.0064, -3.9711, -2.8520)
H (1.3998, -5.3667, -1.5750)
H (-0.5842, -4.3480, -0.5702)
N (1.4571, 1.2726, 0.7263)
C (1.4407, 2.0739, -0.3173)
C (0.5167, 3.1423, -0.6214)
C (0.6698, 3.9578, -1.7189)
C (1.7229, 3.8151, -2.6326)
C (2.6290, 2.7765, -2.3853)
C (2.5023, 1.9414, -1.2975)
H (-0.3246, 3.2913, 0.0466)
H (-0.0674, 4.7432, -1.8772)
H (1.8206, 4.4638, -3.4957)
H (3.4563, 2.6107, -3.0744)
H (3.2111, 1.1335, -1.1379)